(1)
{
  "formula": "C29H38N2O21S4",
  "method": "ωB97M-V/def2-TZVPD",
  "symbols": ["O", "C", "O", "C", "C", "C", "C", "N", "C", "C", "C", "C", "C", "C", "C", "C", "C", "C", "C", "O", "C", "O", "C", "C", "O", "C", "C", "N", "H", "H", "H", "H", "H", "H", "H", "H", "H", "H", "H", "H", "H", "H", "H", "H", "H", "H", "H", "H", "H", "H", "C", "C", "O", "S", "O", "O", "O", "H", "H", "H", "H", "C", "C", "O", "S", "O", "O", "O", "H", "H", "H", "H", "C", "C", "O", "S", "O", "O", "O", "H", "H", "H", "H", "C", "C", "O", "S", "O", "O", "O", "H", "H", "H", "H"],
  "coordinates": [[8.218681, -2.384864, 3.762011], [7.620360, -3.360770, 3.155197], [6.357641, -3.796555, 3.693593], [8.395218, -4.005595, 1.899607], [7.507276, -4.175797, 0.558722], [6.373347, -3.004715, 0.375492], [6.879580, -1.512886, 0.483674], [5.983912, -0.383911, 0.339221], [4.611404, -0.775789, 0.042887], [3.547352, 0.416426, -0.168549], [3.900946, 1.979874, -0.026668], [2.767509, 3.020140, 0.452227], [3.120480, 4.576409, 0.622117], [4.576632, 5.178656, 0.346547], [5.682499, 4.161670, -0.144522], [5.326382, 2.623308, -0.327905], [2.016894, 0.072018, -0.510568], [1.558331, -1.439132, -0.670729], [0.061099, -1.931364, -1.058958], [-0.888887, -0.833029, -1.117168], [-2.265976, -1.318491, -1.107091], [-3.228642, -0.311649, -0.710893], [-3.000453, 0.162850, 0.647190], [-3.497563, -0.867940, 1.809725], [-4.492467, -0.164286, 2.653014], [2.633761, -2.565549, -0.438104], [4.182908, -2.285252, -0.073708], [5.024866, -3.463662, 0.104373], [5.662333, -3.311302, 3.159264], [9.379508, -3.448068, 1.684282], [8.700541, -5.087847, 2.228074], [7.016758, -5.207403, 0.426939], [8.233707, -4.015507, -0.345678], [7.995379, -1.292530, 0.717282], [1.697435, 2.660750, 0.663617], [2.321504, 5.359895, 0.954001], [4.860322, 6.286247, 0.454352], [6.766657, 4.529192, -0.359843], [6.198808, 1.940644, -0.689739], [1.237716, 0.903016, -0.650456], [-0.307909, -2.793846, -0.360338], [0.113303, -2.410069, -2.127077], [-2.597226, -1.690724, -2.165751], [-2.409890, -2.253100, -0.412543], [-3.605270, 1.150105, 0.772937], [-1.905168, 0.437600, 0.884894], [-2.559187, -1.152957, 2.444280], [-3.905241, -1.866158, 1.388338], [-4.039956, -0.053782, 3.527952], [2.298869, -3.677522, -0.556421], [-3.133997, -3.918256, -6.725634], [-3.953070, -2.920377, -5.918760], [-4.044322, -3.486451, -4.611722], [-2.689815, -4.330561, -4.304463], [-1.805026, -3.496428, -3.540995], [-3.063766, -5.653541, -3.893046], [-2.132746, -4.399522, -5.828647], [-3.746242, -4.768435, -7.040548], [-2.672222, -3.459946, -7.601897], [-4.946583, -2.760466, -6.339703], [-3.434849, -1.960167, -5.835572], [1.471913, 9.432734, 0.433561], [0.822433, 8.584622, 1.518649], [1.909981, 7.995875, 2.230239], [3.169957, 9.023538, 2.216849], [3.166690, 9.754985, 3.451613], [4.321785, 8.321446, 1.729583], [2.627547, 10.007809, 1.042942], [1.801863, 8.813977, -0.406256], [0.805087, 10.215281, 0.067153], [0.168087, 7.813996, 1.108629], [0.256975, 9.206200, 2.219761], [-6.098188, 4.453348, 1.589671], [-6.472241, 4.287777, 3.056854], [-6.249712, 2.908270, 3.344386], [-5.011363, 2.370839, 2.437280], [-3.818323, 2.409361, 3.238126], [-5.439837, 1.197623, 1.733607], [-4.958727, 3.617367, 1.392131], [-6.899509, 4.097171, 0.935478], [-5.859106, 5.488586, 1.339391], [-7.509933, 4.559673, 3.255162], [-5.812469, 4.877714, 3.700706], [-5.029674, -5.474222, -1.387288], [-5.442816, -6.936922, -1.303316], [-5.571682, -7.206708, 0.091950], [-6.071675, -5.857004, 0.848267], [-7.494786, -5.938616, 1.019668], [-5.170651, -5.583669, 1.930207], [-5.765552, -4.812360, -0.358213], [-3.963277, -5.353022, -1.175500], [-5.257909, -5.036532, -2.360552], [-4.708942, -7.603237, -1.758628], [-6.419390, -7.098495, -1.770221]],
  "forces_ev_per_a": [[-3.01, -4.96, -2.98], [2.74, 4.53, 2.61], [1.38, 0.99, -2.51], [-0.70, -1.59, 0.33], [-0.33, 1.34, -0.97], [-0.78, -0.13, -0.16], [-3.53, 0.27, -0.46], [-0.31, -5.47, -0.31], [-0.18, 0.18, -0.12], [-2.62, -1.39, -0.52], [0.53, 3.32, 0.50], [3.67, 1.65, -0.77], [2.51, -1.64, -1.03], [-0.50, -4.80, -0.91], [-3.75, -1.21, 0.85], [-1.51, 1.62, 0.89], [3.23, -2.39, 0.57], [3.78, -0.49, 1.23], [0.71, -0.55, -0.89], [-0.61, -1.39, 0.67], [-1.34, -1.05, -0.40], [2.30, -0.61, 0.56], [-0.22, 0.65, 1.30], [0.95, 0.08, 0.10], [4.79, -5.61, 2.92], [-0.26, 2.85, -0.07], [-2.69, 0.72, -0.65], [3.08, 6.09, 0.62], [0.92, -0.82, 0.77], [-1.88, -0.56, 0.68], [-0.53, 1.95, -0.52], [0.66, 1.74, 0.45], [-1.29, -0.45, 1.63], [-2.27, -0.42, -0.44], [1.95, 0.67, -0.26], [1.46, -1.89, -0.60], [-0.82, -1.96, -0.02], [-2.26, -0.84, 0.40], [-1.97, 1.30, 0.81], [1.51, -1.45, 0.17], [0.76, 1.71, -0.91], [0.07, 0.81, 1.87], [0.73, 1.03, 1.84], [0.74, 1.61, -0.88], [1.27, -2.20, -0.67], [-1.53, -0.61, -0.87], [-1.69, 0.47, -1.05], [0.33, 1.81, 0.55], [-0.54, -0.43, -0.94], [0.80, 2.26, 0.29], [-0.61, -0.09, -0.36], [0.35, 0.53, -0.45], [0.54, -0.91, 0.17], [0.07, 0.21, -0.34], [-0.63, -1.07, -0.49], [0.32, 1.14, 0.00], [-0.19, 0.32, 1.00], [0.02, 0.09, -0.01], [0.16, -0.09, 0.25], [0.04, -0.16, 0.27], [-0.05, -0.05, -0.07], [-0.25, -0.44, -0.42], [-0.44, 0.52, 0.04], [0.81, 0.30, -0.39], [0.00, 0.10, 0.22], [0.30, -0.64, -1.15], [-0.89, 0.58, 0.63], [0.06, -0.40, 0.83], [-0.08, 0.02, 0.04], [0.24, 0.05, 0.16], [0.27, -0.08, 0.12], [-0.02, -0.02, -0.10], [-0.58, 0.04, -0.10], [0.30, 0.54, 0.07], [0.37, -0.27, -0.61], [-1.06, -0.36, -0.72], [-0.79, -0.06, -0.75], [-2.56, 5.88, -1.33], [0.31, -0.07, 0.79], [0.01, 0.05, 0.07], [0.18, -0.20, 0.01], [0.09, -0.29, 0.01], [-0.08, 0.05, -0.07], [0.59, -0.20, -0.24], [-0.33, 0.14, -0.58], [0.15, 0.80, 0.50], [-0.11, 0.02, 0.02], [1.26, 0.23, 0.09], [-0.94, -0.34, -0.76], [-0.47, -0.68, 0.53], [-0.05, -0.05, -0.09], [-0.13, 0.06, 0.26], [-0.02, 0.04, 0.30], [0.09, 0.03, -0.05]],
  "mulliken_charge": [-0.533, 0.444, -0.493, -0.382, -0.649, 0.351, -0.341, -0.341, 0.259, 0.339, 0.343, -0.524, -0.286, -0.149, -0.482, -0.160, -0.591, 0.170, -0.271, -0.256, 0.111, -0.462, 0.553, -0.235, -0.502, -0.682, 0.500, -0.527, 0.359, 0.309, 0.327, 0.278, 0.291, 0.305, 0.263, 0.168, 0.260, 0.274, 0.219, 0.355, 0.284, 0.237, -0.074, 0.220, -0.194, 0.148, 0.233, 0.038, 0.356, 0.257, -0.378, -0.311, -0.277, 1.017, -0.412, -0.555, -0.322, 0.287, 0.324, 0.312, 0.280, -0.324, -0.326, -0.281, 1.075, -0.548, -0.498, -0.311, 0.288, 0.308, 0.312, 0.303, -0.348, -0.380, -0.310, 1.174, -0.610, -0.469, -0.331, 0.287, 0.303, 0.310, 0.295, -0.075, -0.332, -0.325, 1.117, -0.548, -0.539, -0.303, 0.215, 0.173, 0.292, 0.323],
  "charge": 0
}

***

(2)
{
  "formula": "C29H38N4O2P2Sn",
  "method": "ωB97M-V/def2-TZVPD",
  "symbols": ["Sn", "C", "C", "C", "C", "C", "C", "C", "C", "C", "H", "H", "H", "H", "H", "H", "H", "H", "H", "H", "H", "H", "H", "H", "H", "P", "P", "N", "N", "N", "N", "C", "C", "C", "C", "C", "C", "C", "C", "C", "C", "C", "C", "C", "C", "C", "C", "C", "C", "H", "H", "H", "H", "H", "H", "H", "H", "H", "H", "H", "H", "H", "H", "H", "H", "H", "H", "H", "H", "C", "C", "O", "O", "H", "H", "H"],
  "coordinates": [[-0.432717, 1.844539, -2.520223], [2.853573, -0.250199, 1.742494], [3.157098, 0.699494, 0.847189], [3.769953, 0.514758, -0.527273], [2.877463, -0.061086, -1.619636], [2.578260, -1.550148, -1.645134], [2.803737, -2.458446, -0.676950], [3.795526, -2.316297, 0.423269], [3.240543, -1.690022, 1.759058], [-1.425568, -0.077612, -3.238280], [2.400698, 0.076394, 2.680331], [3.374215, 1.725212, 1.236843], [4.783277, 0.074652, -0.519378], [3.914697, 1.572020, -0.800677], [1.951801, 0.561029, -1.607377], [3.341130, 0.142012, -2.611667], [2.036615, -1.884301, -2.544380], [2.258665, -3.407705, -0.694235], [4.661094, -1.738427, 0.070568], [4.145916, -3.349061, 0.642652], [2.429601, -2.348608, 2.137261], [4.042115, -1.751377, 2.518818], [-2.310358, -0.136034, -2.563712], [-0.753763, -0.908840, -3.041275], [-1.714381, -0.080039, -4.305114], [4.488226, 0.836791, -6.148650], [5.179964, 3.602904, -4.245475], [5.107069, -0.799530, -6.128969], [4.425443, 0.926515, -7.916869], [6.480702, 2.986703, -3.189256], [5.705107, 5.285779, -4.167844], [6.185190, 1.614623, -5.990900], [6.082605, 3.141221, -5.810283], [4.493894, -1.913456, -5.535034], [5.286118, -3.035096, -5.774285], [6.427390, -2.596438, -6.536902], [6.307615, -1.221200, -6.717030], [3.226221, 1.133168, -8.614744], [3.517674, 1.298386, -9.968280], [4.947238, 1.196647, -10.110401], [5.473208, 0.947571, -8.839862], [6.146387, 2.138656, -2.126010], [7.314300, 1.638595, -1.548136], [8.407773, 2.164343, -2.314420], [7.867645, 2.933172, -3.342220], [6.973301, 5.851454, -3.969139], [6.900579, 7.225633, -4.193427], [5.544038, 7.521539, -4.583983], [4.843980, 6.322688, -4.585614], [6.862814, 1.443356, -6.844175], [6.640282, 1.117542, -5.112122], [7.102324, 3.542523, -5.832147], [5.481505, 3.620856, -6.609422], [3.587519, -1.792071, -4.957834], [5.079003, -4.044786, -5.434184], [7.246779, -3.190076, -6.914840], [7.014811, -0.520829, -7.132625], [2.293139, 1.157601, -8.074966], [2.797631, 1.466995, -10.751018], [5.525983, 1.295812, -11.004697], [6.503078, 0.819577, -8.560000], [5.105590, 1.944654, -1.937652], [7.349047, 0.979107, -0.688858], [9.456548, 2.003057, -2.133369], [8.373424, 3.412221, -4.165475], [7.822697, 5.266685, -3.687984], [7.717272, 7.920755, -4.096724], [5.144528, 8.494547, -4.835134], [3.822799, 6.097035, -4.851679], [-1.107000, 1.018919, 1.726096], [-1.417033, 1.604989, 0.348733], [-2.152716, 2.576307, 0.133115], [-0.675352, 0.975037, -0.588399], [-1.694381, 1.376549, 2.576343], [-0.066984, 1.198100, 2.017283], [-1.261352, -0.069471, 1.747296]],
  "forces_ev_per_a": [[-0.82, -1.35, 0.66], [-0.03, 0.64, -0.03], [1.39, -0.29, 0.87], [0.15, 1.09, 0.07], [0.59, -0.38, -0.98], [-0.76, -0.22, 0.65], [-0.36, 0.58, -0.97], [0.11, 0.10, 1.24], [-0.01, -1.26, -0.70], [-0.17, 1.23, 0.09], [0.32, 0.09, -0.01], [-1.35, -0.68, -0.32], [-0.50, 0.12, 0.01], [0.03, -0.51, -0.16], [0.17, -0.73, 0.03], [-0.09, 0.23, 0.45], [-0.18, 0.24, 0.59], [0.39, 0.14, -0.42], [-0.28, -0.39, 0.28], [-0.02, 0.71, 0.07], [0.28, 0.44, -0.17], [-0.25, -0.05, -0.21], [0.54, -0.14, -0.57], [0.04, -0.11, 0.14], [0.06, 0.02, 0.55], [1.83, -1.17, -1.91], [3.00, 0.61, 0.35], [0.32, -0.78, 0.72], [-0.64, 0.70, -0.39], [-0.48, -1.19, 0.26], [-0.41, 1.00, -0.58], [-0.31, 0.44, 0.44], [-0.60, -0.14, -0.07], [1.18, -0.31, -0.58], [-0.29, 1.10, -0.13], [-0.66, 1.23, 0.23], [-0.58, -1.37, 0.70], [1.17, 0.13, -0.91], [0.44, -0.22, 1.32], [-0.45, -0.36, 1.86], [-1.22, 0.58, -1.13], [1.36, 0.22, -0.17], [-0.94, 0.68, -0.79], [-1.14, 0.35, -0.61], [-0.02, -0.53, 0.93], [-0.86, 1.23, -0.37], [-0.97, -1.44, -0.08], [0.14, -1.10, 0.09], [1.17, 0.25, 0.47], [-0.59, -0.12, 0.48], [-0.12, 0.42, -0.23], [-0.42, 0.30, 0.08], [0.46, -0.31, 0.05], [0.04, -0.05, -0.18], [0.02, 0.29, -0.10], [-0.09, -0.02, 0.14], [-0.24, -0.31, -0.05], [0.00, -0.02, -0.07], [-0.01, 0.02, 0.01], [0.10, -0.05, -0.26], [-0.18, -0.01, -0.11], [0.26, 0.15, 0.07], [0.08, 0.14, -0.20], [0.04, -0.05, -0.09], [-0.05, 0.01, 0.19], [-0.02, -0.04, 0.19], [0.00, -0.01, 0.03], [0.01, -0.17, 0.01], [0.00, 0.07, 0.12], [-0.37, -0.44, 0.70], [0.74, 0.57, -0.42], [1.08, -1.65, -0.01], [-0.97, 1.19, 0.29], [-0.28, 0.46, -0.56], [-0.01, -0.03, -0.49], [0.22, 0.24, -0.40]],
  "mulliken_charge": [0.757, -0.670, -0.533, -0.683, 1.415, -0.328, -0.671, -0.690, -0.667, -1.238, 0.443, 0.355, 0.250, 0.628, -0.518, -0.036, 0.372, 0.388, 0.205, 0.413, 0.314, 0.372, 0.318, 0.294, 0.372, -0.030, -0.193, 0.422, 0.376, 0.303, 0.303, -0.591, -1.258, -0.456, -0.565, -0.760, -0.078, -0.446, -0.635, -0.683, 0.032, -0.251, -0.384, -1.200, -0.161, -0.134, -0.612, -0.561, -0.416, 0.175, 0.597, 0.462, 0.534, 0.370, 0.401, 0.441, 0.272, 0.404, 0.403, 0.450, 0.196, -0.082, 0.469, 0.451, 0.506, 0.389, 0.442, 0.406, 0.352, -0.777, 0.767, -0.634, -0.573, 0.339, 0.080, 0.276],
  "charge": 0
}

***

Values for gap between HOMO and LUMO, eV, ordered as above
6.61, 7.42